The following is a quantum chemistry calculation of 2 unconnected molecules or ions with the total composition C5H9Cl in a non-equilibrium geometry, from OMol25.

Each line ends with the natural charge from an NBO analysis.
Cartesian coordinates (Å):
1 H -3.19 -0.26 -1.55  0.231
2 H 1.87 -0.13 -0.70  0.228
3 H 0.55 0.81 -3.32  0.234
4 H 0.90 -2.44 0.70  0.205
5 H -2.39 -1.59 -2.12  0.229
6 H -1.93 -0.99 -0.58  0.230
7 C -1.27 -0.03 -2.31  0.030
8 C -0.30 0.49 -2.80  -0.288
9 C 1.15 -1.45 0.82  -0.297
10 H 2.86 -0.41 0.87  0.235
11 Cl 1.46 -1.39 2.64  -0.142
12 C -2.31 -0.76 -1.60  -0.666
13 H 2.93 -1.58 -0.37  0.214
14 C 2.32 -0.82 0.06  -0.642
15 H 0.33 -0.83 0.80  0.198

Its structure (SMILES) is C#CC.CCCl. As for the HOMO energy: -0.3758 Ha. The calculation puts the frontier orbital gap at 11.083 eV. The total energy is -655.99661 a.u. The relative energy (zero: lowest compared OMol25 entry of this formula, charge and spin) comes out at 63.5 kcal/mol. As for the LUMO energy: 0.86 eV.

The following is a quantum chemistry calculation of a molecular structure, C20H56AlClFKN2O9P2S in a non-equilibrium geometry, from OMol25.

Each line ends with the Mulliken charge.
Cartesian coordinates (Å):
1 H -2.76 0.02 -4.82  0.518
2 H 4.18 5.56 -1.23  0.329
3 O -3.94 -1.85 -3.07  -0.673
4 H -5.14 0.14 3.10  0.392
5 C -2.84 -0.64 7.03  -0.931
6 O 0.16 -1.81 4.91  -0.675
7 C -3.16 -0.26 2.43  0.234
8 H 2.93 4.33 -1.24  0.151
9 C 0.31 -0.99 -4.56  -1.166
10 P -3.16 -0.71 -2.63  0.430
11 H 3.39 3.99 1.12  0.321
12 H -4.50 -3.61 4.15  0.411
13 K 3.48 -0.82 -3.29  0.942
14 C -3.92 -2.69 4.24  -0.232
15 C -1.17 -1.42 1.95  -0.786
16 H -0.75 -0.69 1.26  0.206
17 N -1.42 1.18 -3.71  0.030
18 H 0.86 -1.89 -4.59  0.466
19 C 6.25 -5.88 -3.97  -0.884
20 O -1.95 -0.77 2.92  -0.164
21 O 1.97 1.25 1.44  -0.445
22 H -0.36 -1.93 2.47  0.386
23 C 2.79 5.70 0.42  0.274
24 H -0.76 -1.52 5.00  0.355
25 H -1.26 -2.02 -3.67  0.475
26 C 0.75 -0.07 -3.42  -0.079
27 Cl 2.97 -3.31 -1.07  -0.684
28 H -2.26 -1.05 -1.61  0.054
29 H 7.32 -3.75 -4.88  0.372
30 H -3.22 -3.38 6.14  0.428
31 H 5.90 -6.94 -4.05  0.087
32 H -1.75 -2.17 1.41  0.420
33 C -2.42 5.59 1.68  -0.818
34 C 1.60 1.53 2.67  -0.095
35 O 6.37 -3.73 -5.00  -0.516
36 H -3.86 -0.29 7.12  0.402
37 C 1.32 5.46 0.72  -1.016
38 O -2.67 -1.44 5.86  -0.078
39 C 6.55 -5.65 -6.48  -1.041
40 H -1.57 5.91 1.08  0.107
41 C 5.92 -5.06 -5.22  0.215
42 O -1.53 3.09 1.93  -0.459
43 H 5.80 -5.45 -3.08  0.398
44 H 0.68 0.43 -0.02  0.081
45 H -1.54 -1.75 -5.28  0.477
46 H -3.95 0.08 4.44  0.159
47 C -1.17 -1.29 -4.42  -1.224
48 H 6.32 -5.04 -7.35  0.340
49 H 0.68 6.08 0.09  0.367
50 O 3.60 4.91 1.29  -0.538
51 H 1.10 5.68 1.76  0.340
52 Al 4.24 -7.93 -4.72  0.830
53 H -3.45 -0.77 1.50  0.379
54 P 0.55 -0.81 -1.72  0.572
55 H -3.72 3.94 3.53  0.331
56 H -2.20 0.23 6.92  0.272
57 H -2.55 -1.20 7.92  0.296
58 H 7.64 -5.68 -6.39  0.328
59 H 0.69 0.93 3.03  0.008
60 H -1.71 1.86 -4.39  0.402
61 H -3.00 -2.84 3.68  0.049
62 H 0.48 -0.46 -5.46  0.481
63 H -3.00 0.80 2.23  -0.362
64 H 1.82 -1.26 -1.27  -0.341
65 H -4.88 4.30 2.21  0.444
66 H 1.83 0.13 -3.61  0.674
67 H 1.06 4.41 0.56  0.175
68 H -3.98 0.37 -2.27  0.163
69 H -0.27 -1.95 -1.76  0.114
70 H 0.12 -2.76 5.01  0.303
71 H -3.31 6.15 1.40  0.438
72 H 3.04 6.74 0.63  0.347
73 H -2.20 5.73 2.74  0.326
74 O -4.74 -1.71 3.62  -0.440
75 C -2.08 -0.15 -4.04  -0.066
76 H -4.55 -2.20 6.24  0.416
77 C -4.05 3.66 2.53  -0.706
78 H 4.83 -5.00 -5.36  0.260
79 N -0.01 0.28 -0.74  -0.468
80 C 0.06 1.23 -3.62  -1.912
81 C 3.12 5.39 -1.03  -1.131
82 H 2.54 6.00 -1.72  0.376
83 H 7.33 -5.92 -3.80  0.384
84 H -4.37 2.63 2.53  -0.013
85 H -1.79 1.54 -2.84  0.416
86 C -4.27 -0.41 3.45  -0.199
87 S -2.70 3.84 1.37  0.409
88 H 0.46 1.73 -4.45  0.591
89 C -3.63 -2.46 5.72  -0.619
90 H 1.23 2.57 2.84  0.149
91 H 6.20 -6.67 -6.67  0.231
92 F -3.58 1.48 5.57  -0.594
93 H 0.30 1.84 -2.79  0.670
94 H 2.35 1.33 3.46  0.357

As for the HOMO energy: -0.4026 Ha. The calculation puts the frontier orbital gap at 2.336 eV. The total energy is -4064.55424 a.u. As for the LUMO energy: -8.62 eV. The total charge is +2.

The following is a quantum chemistry calculation of 4 unconnected molecules or ions with the total composition C36H40ClIN3O9P in a non-equilibrium geometry, from OMol25.

Each line ends with the Mulliken charge.
Cartesian coordinates (Å):
1 N 6.09 3.28 -6.02  1.010
2 H -2.32 -5.26 0.00  0.241
3 H 8.86 2.25 2.09  0.382
4 C -9.52 -1.87 0.24  -0.624
5 C -10.61 -1.41 -0.48  -0.263
6 H -2.68 -1.24 -0.83  0.233
7 H 2.20 1.37 2.66  0.288
8 C 2.58 0.21 4.61  -0.689
9 H -2.11 0.42 -2.10  0.307
10 N 4.02 3.95 3.49  1.018
11 H -0.94 -3.08 2.42  0.335
12 O 1.63 0.16 -2.25  -0.076
13 H -2.62 2.86 2.69  0.381
14 H -2.24 3.01 0.87  0.255
15 O 6.79 3.03 -6.99  -0.603
16 H 2.93 -1.27 6.44  0.346
17 H 6.20 5.47 2.99  0.448
18 H -2.03 0.58 2.13  0.111
19 C 1.46 -0.91 0.65  0.398
20 I 0.96 2.54 0.12  0.045
21 O -11.43 -0.34 -3.78  -0.594
22 H 3.42 1.51 -2.70  0.577
23 C 6.85 1.68 2.56  -0.673
24 C 5.46 2.16 -5.33  0.055
25 C -10.46 -1.10 -1.83  -0.033
26 C 5.68 0.86 -5.77  -0.328
27 H -11.57 -1.30 0.01  0.430
28 C 5.58 2.12 2.93  0.147
29 H 1.33 1.00 -2.69  0.183
30 H -0.78 0.98 -3.35  0.373
31 C 7.87 2.59 2.36  -0.379
32 N -11.60 -0.59 -2.59  0.986
33 H -1.44 1.31 -0.27  0.483
34 C 2.67 -1.17 5.34  -0.591
35 H 5.27 -1.23 -5.43  0.383
36 C -9.22 -1.25 -2.46  -0.490
37 C -8.14 -1.70 -1.73  -0.109
38 H 2.46 -3.45 4.97  0.294
39 C -8.28 -2.01 -0.38  -0.091
40 O 3.16 3.11 3.69  -0.598
41 H -1.00 3.57 2.21  0.301
42 C -3.28 -3.20 0.03  0.206
43 O 3.85 5.16 3.60  -0.607
44 H 1.77 -3.32 2.44  0.353
45 H -7.43 -2.37 0.19  0.319
46 O 1.46 -2.31 0.20  -0.417
47 H -3.41 -3.33 1.15  0.298
48 H -0.35 1.29 2.74  -0.058
49 C -0.59 0.99 0.44  -1.090
50 C 5.10 -0.21 -5.10  -0.440
51 C 7.64 3.96 2.52  -0.456
52 H -1.74 -2.68 -1.45  0.426
53 O 0.00 -4.13 0.17  -0.585
54 H -2.40 -1.86 2.31  0.541
55 C -1.02 -1.76 0.56  1.076
56 C -1.14 1.27 1.93  0.528
57 P 0.21 -0.70 -1.75  -0.001
58 H -9.10 -1.01 -3.51  0.421
59 C 0.14 -2.89 0.28  -0.009
60 C 2.37 -2.42 4.46  -0.551
61 C 1.96 -2.31 2.95  -0.462
62 C -1.77 2.77 1.90  -1.087
63 C 4.64 2.40 -4.22  -0.517
64 O -12.66 -0.44 -2.00  -0.598
65 C 6.37 4.41 2.88  -0.478
66 C 2.20 0.32 3.09  0.207
67 C -2.15 -2.20 -0.48  -0.865
68 H 7.04 0.62 2.44  0.407
69 H 2.33 -0.32 0.19  0.535
70 Cl -4.93 -2.57 -0.59  -0.195
71 H 6.31 0.66 -6.63  0.442
72 C -0.05 -0.50 0.17  0.295
73 C -3.10 -4.68 -0.61  -1.139
74 H 8.44 4.67 2.36  0.375
75 O 5.90 4.40 -5.58  -0.599
76 H -4.11 -5.21 -0.42  0.395
77 H 4.46 3.41 -3.87  0.428
78 C -1.20 0.11 -2.71  -1.033
79 H -9.63 -2.12 1.29  0.366
80 C 4.05 1.33 -3.56  -0.277
81 H -2.84 -4.59 -1.72  0.327
82 H -7.17 -1.82 -2.21  0.311
83 H 3.83 -0.80 -3.46  0.387
84 C -1.27 -2.03 2.15  -1.614
85 H -0.75 -1.27 2.82  0.192
86 C 5.35 3.49 3.08  0.020
87 C 1.85 -0.93 2.20  -0.076
88 H 4.79 1.39 3.08  0.324
89 C 4.29 0.03 -3.99  -0.508
90 H 2.82 1.13 5.26  0.324
91 H -1.57 -0.66 -3.49  0.290

Its structure (SMILES) is CC[C@@H](I)[C@@]1(P(C)O)[C@@H](c2ccccc2)OC(=O)[C@]1(C)C[C@H](C)Cl.O=[N+]([O-])c1ccccc1.O=[N+]([O-])c1ccccc1.O=[N+]([O-])c1ccccc1. As for the HOMO energy: -0.3153 Ha. The calculation puts the frontier orbital gap at 7.747 eV. The total energy is -3335.93850 a.u. As for the LUMO energy: -0.83 eV.

The following is a quantum chemistry calculation of a gas-phase ion, C8H13NO2P (charge +1), from OMol25.

Each line ends with the natural charge from an NBO analysis.
Cartesian coordinates (Å):
1 C -1.14 -1.64 -0.01  -0.384
2 C -3.32 -0.48 0.29  -0.689
3 O 2.95 0.54 0.36  -0.711
4 H 5.04 -0.30 0.92  -0.032
5 H -3.76 0.42 -0.15  0.250
6 C -1.09 1.30 -1.32  -0.598
7 H -3.78 -1.37 -0.13  0.251
8 N 0.95 -0.53 0.14  -0.371
9 H 0.81 -2.46 -0.50  0.270
10 P 4.65 0.66 -0.02  0.688
11 C -1.12 0.81 0.14  -0.312
12 C 0.25 -1.60 -0.15  0.274
13 O 2.92 -1.52 -0.48  -0.560
14 H 4.75 1.72 0.90  -0.037
15 H 0.26 0.52 1.79  0.232
16 H 0.90 1.53 0.48  0.259
17 H -2.09 1.40 -1.73  0.234
18 H -1.64 -2.60 -0.12  0.257
19 H -1.64 1.56 0.74  0.254
20 C 2.37 -0.56 -0.03  0.903
21 H -0.53 0.61 -1.95  0.214
22 H -3.57 -0.45 1.35  0.276
23 C 0.29 0.65 0.70  -0.224
24 C -1.86 -0.49 0.17  0.319
25 H -0.61 2.28 -1.37  0.237

Its structure (SMILES) is CC1=CC=[N+](C(=O)OP)C[C@H]1C. As for the HOMO energy: -0.4974 Ha. The calculation puts the frontier orbital gap at 8.354 eV. The total energy is -858.98924 a.u. The relative energy (zero: lowest compared OMol25 entry of this formula, charge and spin) comes out at 0.0 kcal/mol. As for the LUMO energy: -5.18 eV. The total charge is +1.